{
  "formula": "C4H7N2O",
  "method": "ωB97M-V/def2-TZVPD",
  "e_lumo_ev": [-5.378, -5.381],
  "total_charge": 1,
  "max_force_ev_per_a": 7.31,
  "orbital_gap_ev": [9.303, 9.288],
  "elements": ["C", "C", "C", "C", "N", "N", "O", "H", "H", "H", "H", "H", "H", "H"],
  "xyz": [[1.7664, -0.9942, 1.7582], [0.0662, -0.1132, 0.0240], [-1.5118, 0.9104, -1.5652], [-0.8647, -0.4383, -1.0212], [1.2565, -1.8004, 0.9752], [1.4919, 0.3548, 1.7032], [0.5464, 0.7003, 0.8432], [2.3262, -1.2861, 2.5739], [-1.9569, 0.6895, -2.5996], [-0.9441, 1.8321, -1.4044], [-2.3504, 1.0961, -1.0353], [-0.2352, -0.7133, -1.8182], [-1.4932, -1.3120, -0.7960], [1.9026, 1.0743, 2.3622]]
}



{
  "formula": "C4H7N2O2",
  "method": "ωB97M-V/def2-TZVPD",
  "e_lumo_ev": -4.585,
  "total_charge": 1,
  "max_force_ev_per_a": 3.62,
  "orbital_gap_ev": 8.458,
  "elements": ["C", "C", "C", "C", "N", "N", "O", "O", "H", "H", "H", "H", "H", "H", "H"],
  "xyz": [[3.0510, -0.3800, -0.0005], [0.1491, 0.5686, 0.1554], [1.9750, -0.8223, -0.8421], [-1.2527, 0.4364, 0.6661], [0.6192, -0.4058, -0.6061], [0.9516, 1.5836, 0.3501], [3.8585, -0.3550, 0.7599], [2.1978, 1.5776, -0.1167], [2.2268, -0.5273, -1.8202], [1.9596, -1.9105, -0.8391], [-1.8004, -0.2170, -0.0850], [-1.8466, 1.3542, 0.7510], [-1.3227, 0.0164, 1.6337], [-0.1405, -1.0924, -0.8705], [0.7628, 2.4940, 0.7561]]
}



{
  "formula": "C4H7N2O2",
  "method": "ωB97M-V/def2-TZVPD",
  "e_lumo_ev": [-3.771, -8.017],
  "spin_multiplicity": 3,
  "total_charge": 1,
  "max_force_ev_per_a": 3.67,
  "orbital_gap_ev": [8.048, 5.291],
  "elements": ["C", "C", "C", "C", "N", "N", "O", "O", "H", "H", "H", "H", "H", "H", "H"],
  "xyz": [[-2.7532, -0.4752, 0.3382], [1.1546, 0.4364, 0.5805], [-1.4553, -0.9677, -0.3077], [-0.1361, 0.7275, 0.1691], [2.0790, -0.4791, 0.1745], [-0.7968, 0.2281, -1.0185], [-2.9058, 0.7530, 0.3827], [-0.8607, -1.9579, -0.1500], [-3.3793, -1.2533, 0.6996], [1.6591, 1.1100, 1.4092], [-0.6530, 1.5737, 0.5803], [3.0143, -0.3864, 0.5002], [-1.5252, 0.8047, -1.5468], [-0.0782, -0.0124, -1.8651], [1.9977, -1.1514, -0.5434]]
}



{
  "formula": "C4H7N2OP",
  "method": "ωB97M-V/def2-TZVPD",
  "e_lumo_ev": [0.580, 0.579],
  "max_force_ev_per_a": 3.44,
  "orbital_gap_ev": [7.431, 7.431],
  "elements": ["C", "C", "C", "C", "N", "N", "O", "P", "H", "H", "H", "H", "H", "H", "H"],
  "xyz": [[-1.3061, 0.6342, -0.9367], [0.7233, -0.2474, -1.3517], [-0.4319, -0.9388, 0.6691], [2.1113, 0.0663, -1.5430], [-0.1759, 0.5588, -1.5846], [-1.2969, -0.0183, 0.3681], [-0.9458, -1.6295, 1.7003], [-2.7505, 0.0011, 1.2873], [-2.2344, 1.1275, -1.0379], [2.7029, -0.6982, -1.2443], [2.2357, 0.3103, -2.6850], [2.4492, 0.8609, -0.9193], [-0.5082, -2.4638, 1.9371], [-3.4798, 0.4412, 0.1738], [-2.5682, 1.2886, 1.6241]]
}



{
  "formula": "C4H7N2OS",
  "method": "ωB97M-V/def2-TZVPD",
  "e_lumo_ev": -3.610,
  "total_charge": 1,
  "max_force_ev_per_a": 0.63,
  "orbital_gap_ev": 9.930,
  "elements": ["S", "C", "N", "C", "C", "N", "C", "O", "H", "H", "H", "H", "H", "H", "H"],
  "xyz": [[3.1394, -1.3410, 0.5408], [2.3475, -0.0128, 0.5115], [1.7574, 1.0500, 0.4555], [0.3310, 1.1089, 0.3488], [-0.2059, 0.5768, -1.0055], [-0.6365, -0.7993, -0.6005], [-1.2699, -0.5169, 0.7405], [-0.2787, 0.2487, 1.3356], [0.0050, 2.1298, 0.5340], [0.5370, 0.5063, -1.7937], [-1.0901, 1.1469, -1.2921], [0.2009, -1.3425, -0.3594], [-1.1694, -1.3431, -1.2799], [-2.2072, 0.0256, 0.5737], [-1.4603, -1.4373, 1.2907]]
}



{
  "formula": "C4H7N2S",
  "method": "ωB97M-V/def2-TZVPD",
  "e_lumo_ev": -4.058,
  "total_charge": 1,
  "max_force_ev_per_a": 3.48,
  "orbital_gap_ev": 9.066,
  "elements": ["C", "C", "C", "C", "N", "N", "S", "H", "H", "H", "H", "H", "H", "H"],
  "xyz": [[0.4799, 0.0575, -1.0575], [1.8089, 0.2770, -0.8392], [-1.3134, -0.9872, -0.0187], [-0.7006, 1.1798, 0.8521], [-0.5484, 0.0161, -0.0488], [-1.8257, -2.0239, 0.0960], [2.6392, 0.1583, 0.7217], [0.1553, -0.0950, -2.0467], [2.5031, 0.5081, -1.6963], [0.2282, 1.4668, 1.2407], [-1.1546, 2.0273, 0.4081], [-1.4473, 0.7429, 1.5693], [1.7375, -0.7506, 0.9487], [-2.5619, -2.5771, -0.1293]]
}



{
  "formula": "C4H7N2S",
  "method": "ωB97M-V/def2-TZVPD",
  "e_lumo_ev": [-4.762, -4.761],
  "total_charge": 1,
  "max_force_ev_per_a": 5.58,
  "orbital_gap_ev": [7.292, 7.293],
  "elements": ["C", "C", "C", "C", "N", "N", "S", "H", "H", "H", "H", "H", "H", "H"],
  "xyz": [[0.0797, -1.3779, -0.1162], [-1.2568, -1.5592, -0.0088], [-0.0810, 1.6841, -0.0217], [2.5158, -1.0958, 0.0367], [1.2351, -1.1448, 0.0869], [-1.3534, 1.7680, 0.0286], [-2.4800, -0.4527, 0.0760], [-1.4585, -2.5286, -0.2195], [0.2632, 1.6358, 0.9779], [0.3311, 1.7321, -1.0297], [3.0964, -2.1059, -0.0224], [2.9339, -0.2136, 0.2183], [-1.9684, 1.8077, 0.8441], [-1.8570, 1.8508, -0.8502]]
}



{
  "formula": "C4H7N2S",
  "method": "ωB97M-V/def2-TZVPD",
  "e_lumo_ev": -5.181,
  "total_charge": 1,
  "max_force_ev_per_a": 6.15,
  "orbital_gap_ev": 10.090,
  "elements": ["C", "C", "C", "C", "N", "N", "S", "H", "H", "H", "H", "H", "H", "H"],
  "xyz": [[0.0292, 0.1040, -0.0489], [0.8729, -0.5823, 0.7726], [1.3594, -0.2339, 2.1278], [-1.0582, -0.1806, -2.2472], [0.6208, -1.5457, -1.3941], [-0.1734, -0.5577, -1.2472], [1.4791, -1.9377, -0.1020], [-0.5057, 0.9757, 0.3153], [1.3080, -0.9654, 2.9059], [2.4584, -0.0502, 2.0317], [0.9198, 0.6173, 2.5057], [-1.5146, 0.7371, -1.9287], [-0.4686, 0.1037, -3.2568], [-1.7978, -0.9356, -2.7600]]
}



{
  "formula": "C4H7N2S",
  "method": "ωB97M-V/def2-TZVPD",
  "e_lumo_ev": [-4.385, -8.414],
  "spin_multiplicity": 3,
  "total_charge": 1,
  "max_force_ev_per_a": 6.24,
  "orbital_gap_ev": [6.308, 6.205],
  "elements": ["C", "C", "C", "C", "N", "N", "S", "H", "H", "H", "H", "H", "H", "H"],
  "xyz": [[0.5961, -1.7969, 0.0012], [-1.3166, 0.1538, -0.2508], [0.0579, 0.5126, -0.5492], [0.1888, 1.6813, 0.5010], [1.0363, -0.5909, -0.4636], [-0.6816, -1.8750, 0.3033], [-2.7597, 0.4819, -0.1339], [1.2872, -2.5751, 0.0545], [0.0309, 1.0120, -1.5993], [0.2962, 1.4823, 1.5522], [-0.7635, 2.1663, 0.2622], [1.0906, 2.3573, 0.2033], [1.8946, -0.4772, -0.8743], [-0.9572, -2.5322, 0.9934]]
}



{
  "formula": "C4H7N3",
  "method": "ωB97M-V/def2-TZVPD",
  "e_lumo_ev": 1.101,
  "max_force_ev_per_a": 0.37,
  "orbital_gap_ev": 8.840,
  "elements": ["N", "C", "C", "C", "N", "C", "N", "H", "H", "H", "H", "H", "H", "H"],
  "xyz": [[0.5508, 1.4479, -1.6524], [0.2306, 0.3418, -0.8155], [-1.1165, -0.1604, -0.2937], [-0.5780, -0.4004, 0.9206], [-0.9894, -0.9307, 2.1186], [0.7977, 0.0836, 0.5168], [1.2221, -0.7372, -0.6606], [0.5937, 1.1599, -2.6247], [-0.1803, 2.1490, -1.5815], [-2.0273, -0.4912, -0.7829], [-0.2679, -1.3750, 2.6680], [-1.8516, -1.4570, 2.0970], [1.4974, 0.7129, 1.0546], [2.1188, -0.3432, -0.9643]]
}



The records above give, respectively, relative energy (zero: lowest compared OMol25 entry of this formula, charge and spin) values of 178.1; 78.5; 37.9; 144.8; 22.0; 69.8; 121.0; 45.5; 71.4; 65.2 kcal/mol.